(1)
{
  "formula": "C33H60BrFO7",
  "method": "the ωB97M-V functional and the def2-TZVPD basis",
  "symbols": ["C", "C", "F", "C", "C", "C", "C", "C", "C", "C", "Br", "C", "O", "C", "C", "C", "O", "H", "H", "H", "H", "H", "H", "H", "H", "H", "H", "C", "C", "O", "C", "C", "H", "H", "H", "H", "H", "H", "H", "H", "H", "H", "C", "C", "O", "C", "C", "H", "H", "H", "H", "H", "H", "H", "H", "H", "H", "C", "C", "O", "C", "C", "H", "H", "H", "H", "H", "H", "H", "H", "H", "H", "C", "C", "O", "C", "C", "H", "H", "H", "H", "H", "H", "H", "H", "H", "H", "C", "C", "O", "C", "C", "H", "H", "H", "H", "H", "H", "H", "H", "H", "H"],
  "xyz": [[1.2040, 3.2382, 1.7693], [0.6544, 2.3513, 0.6777], [1.5432, 1.3453, 0.3617], [-0.7322, 1.7740, 0.9750], [-1.7946, 2.6423, 0.3567], [-2.0727, 2.4289, -0.9609], [-3.0096, 3.1789, -1.5993], [-3.6577, 4.1489, -0.9177], [-3.3887, 4.3988, 0.4009], [-2.4528, 3.6201, 1.0323], [-2.0514, 3.8695, 2.8620], [-4.1054, 5.5028, 1.0884], [-4.0306, 5.7343, 2.2757], [-4.9366, 6.3779, 0.2616], [-5.1814, 6.1404, -1.0096], [-4.6646, 4.9537, -1.6767], [-5.0718, 4.6461, -2.7843], [0.9003, 2.9123, 2.7486], [0.8436, 4.2373, 1.5889], [2.2801, 3.2850, 1.6588], [0.5462, 2.9693, -0.2039], [-0.8794, 1.6789, 2.0378], [-0.8130, 0.7941, 0.5280], [-1.5279, 1.6742, -1.4868], [-3.2085, 2.9920, -2.6330], [-5.3520, 7.2423, 0.7413], [-5.7809, 6.8209, -1.5836], [1.9775, 1.5044, -6.6260], [1.2484, 0.9837, -5.3999], [-0.1624, 1.0839, -5.4840], [-0.7615, 0.3774, -6.5483], [-0.5124, -1.1211, -6.5042], [1.6969, 2.5392, -6.8267], [3.0547, 1.4581, -6.4666], [1.7499, 0.9183, -7.5176], [1.5309, 1.5757, -4.5362], [1.5462, -0.0473, -5.1816], [-0.4455, 0.7973, -7.5096], [-1.8332, 0.5644, -6.4678], [0.5455, -1.3625, -6.6125], [-1.0505, -1.6164, -7.3130], [-0.8484, -1.5347, -5.5523], [5.4993, 2.2328, 3.4920], [5.5554, 2.5925, 2.0167], [5.0719, 3.8900, 1.7216], [5.7532, 4.9651, 2.3396], [7.2263, 5.0545, 1.9783], [4.4803, 2.3403, 3.8675], [5.8204, 1.2010, 3.6385], [6.1456, 2.8689, 4.0979], [4.9177, 1.9095, 1.4544], [6.5715, 2.4637, 1.6268], [5.6258, 4.9240, 3.4275], [5.2437, 5.8669, 2.0007], [7.7855, 4.1848, 2.3255], [7.6714, 5.9385, 2.4355], [7.3506, 5.1173, 0.8967], [1.1745, -3.8723, 3.8795], [1.2265, -3.4893, 2.4104], [0.7756, -2.1761, 2.1376], [1.4902, -1.1299, 2.7673], [2.9601, -1.0729, 2.3935], [0.1643, -3.7479, 4.2719], [1.4746, -4.9130, 4.0096], [1.8434, -3.2595, 4.4851], [0.5693, -4.1477, 1.8422], [2.2367, -3.6365, 2.0110], [1.3663, -1.1861, 3.8554], [1.0111, -0.2051, 2.4475], [3.4960, -1.9660, 2.7195], [3.4353, -0.2092, 2.8611], [3.0771, -0.9951, 1.3120], [-6.1412, 2.0103, -5.4324], [-6.6810, 0.7101, -4.8605], [-6.9038, -0.3294, -5.8100], [-5.8079, -0.7985, -6.5812], [-4.6460, -1.3699, -5.7892], [-6.7959, 2.3866, -6.2193], [-6.0680, 2.7648, -4.6482], [-5.1458, 1.8857, -5.8600], [-7.6572, 0.8921, -4.4119], [-6.0293, 0.3557, -4.0555], [-5.4519, -0.0056, -7.2474], [-6.2235, -1.5781, -7.2196], [-4.1751, -0.6128, -5.1619], [-3.8854, -1.7572, -6.4691], [-4.9802, -2.1768, -5.1361], [2.1004, -9.3030, 7.6421], [1.6714, -7.9232, 7.1726], [1.9893, -7.6494, 5.8215], [1.4134, -8.5096, 4.8573], [-0.1064, -8.5090, 4.8645], [3.1701, -9.4443, 7.4840], [1.8848, -9.4208, 8.7043], [1.5766, -10.0976, 7.1093], [2.1962, -7.1655, 7.7541], [0.6011, -7.7705, 7.3525], [1.8003, -9.5283, 4.9736], [1.7636, -8.1517, 3.8890], [-0.5104, -8.8889, 5.8037], [-0.4861, -9.1405, 4.0610], [-0.4879, -7.4964, 4.7271]],
  "total_charge": 0,
  "e_tot_ha": -4493.8445,
  "multiplicity": 1,
  "smiles": "C[C@@H](F)Cc1ccc2c(c1Br)C(=O)C=CC2=O.CCOCC.CCOCC.CCOCC.CCOCC.CCOCC",
  "orbital_gap_ev": 8.2
}

***

(2)
{
  "formula": "C33H60F3N3O9S7Si2",
  "method": "the ωB97M-V functional and the def2-TZVPD basis",
  "symbols": ["C", "C", "C", "C", "C", "Si", "C", "N", "O", "Si", "C", "C", "C", "S", "C", "S", "N", "C", "C", "N", "C", "C", "S", "C", "C", "C", "F", "F", "F", "H", "H", "H", "H", "H", "H", "H", "H", "H", "H", "H", "H", "H", "H", "H", "H", "H", "H", "H", "H", "H", "H", "H", "H", "H", "H", "H", "H", "C", "C", "C", "S", "O", "O", "C", "H", "H", "H", "H", "H", "H", "H", "H", "C", "C", "C", "S", "O", "O", "C", "H", "H", "H", "H", "H", "H", "H", "H", "C", "C", "C", "S", "O", "O", "C", "H", "H", "H", "H", "H", "H", "H", "H", "C", "C", "C", "S", "O", "O", "C", "H", "H", "H", "H", "H", "H", "H", "H"],
  "xyz": [[0.4072, -5.7394, 0.1921], [0.6909, -4.6493, 0.8560], [0.9434, -3.4392, 1.9056], [2.3484, -2.6938, 1.5815], [2.4583, -2.1787, 0.0407], [1.2296, -0.7123, -0.3209], [1.7635, -0.0110, -2.0342], [3.1710, 0.5313, -2.0554], [-0.4267, -1.2954, -0.3000], [-1.5322, 0.0624, -0.4161], [-2.8455, -0.1106, -1.7943], [-3.8733, -1.3488, -1.6091], [-4.5980, -1.7922, -3.0115], [-5.7276, -3.2592, -2.8365], [-6.7999, -3.1150, -1.3404], [-7.4315, -4.5577, -0.7208], [-7.1261, -1.8603, -0.6299], [-7.1022, -1.6928, 0.8389], [-7.4501, -0.2425, 1.3023], [-7.6933, 0.4124, 0.0046], [-7.5000, -0.5214, -1.1040], [-2.2174, 0.4677, 1.3236], [-3.8866, -0.2568, 1.7040], [-3.7919, -0.7745, 3.4947], [-3.7589, 0.5660, 4.4047], [1.5969, 0.6084, 1.0529], [3.0511, 0.5997, 1.2351], [1.0720, 0.2197, 2.3606], [1.2636, 1.9586, 0.6965], [0.4186, -6.6878, -0.4628], [0.0400, -2.7206, 1.8963], [1.0442, -3.8367, 2.9963], [3.1800, -3.5055, 1.7231], [2.5626, -1.8805, 2.3612], [3.5624, -1.8253, -0.0831], [2.2089, -3.0003, -0.7210], [1.7487, -0.8962, -2.7866], [1.0572, 0.7945, -2.4455], [3.1909, 1.5541, -1.9043], [3.7862, 0.0507, -1.3822], [-0.6856, 1.2192, -0.8025], [-3.4922, 0.8461, -1.8564], [-2.3236, -0.2653, -2.8149], [-3.3920, -2.2996, -1.1558], [-4.7417, -0.9439, -0.9503], [-5.2673, -0.9008, -3.3535], [-3.8222, -1.9244, -3.8687], [-6.8671, -2.4918, 1.6298], [-7.5437, 0.2046, 2.3534], [-7.6159, -0.3033, -2.2190], [-1.4735, -0.0080, 2.0886], [-2.1333, 1.6099, 1.4618], [-4.6863, -1.4608, 3.7733], [-2.7943, -1.3214, 3.6707], [-3.1378, 0.3906, 5.3592], [-4.8387, 0.8455, 4.6782], [-3.2375, 1.4021, 3.8001], [1.2587, -3.3771, -6.3500], [0.0747, -3.9761, -5.5890], [-0.4987, -2.8767, -4.6936], [-0.1282, -1.3262, -5.5061], [0.7961, -0.5835, -4.6795], [-1.3548, -0.7454, -6.0068], [0.7757, -2.0308, -6.8727], [1.5894, -4.0276, -7.1628], [2.1024, -3.2332, -5.6665], [-0.6881, -4.3054, -6.3027], [0.3714, -4.8482, -5.0012], [-1.5791, -2.9752, -4.5770], [-0.0180, -2.8679, -3.7130], [1.5890, -1.3659, -7.1637], [0.0780, -2.1585, -7.7039], [6.6543, -2.9423, 4.7432], [6.6643, -4.4622, 4.9147], [6.0776, -5.0716, 3.6403], [6.4280, -3.9117, 2.3242], [5.1760, -3.3752, 1.8381], [7.4193, -4.4804, 1.4392], [7.2103, -2.6800, 3.3500], [7.2479, -2.4433, 5.5125], [5.6268, -2.5694, 4.8132], [7.6954, -4.8070, 5.0472], [6.0991, -4.7732, 5.7966], [6.5359, -6.0336, 3.4062], [4.9939, -5.1836, 3.7126], [6.9794, -1.6824, 2.9760], [8.2884, -2.8542, 3.3173], [-2.8290, 6.4241, 0.9849], [-4.2967, 6.5147, 1.4065], [-4.8774, 5.1006, 1.3541], [-3.5090, 3.9872, 1.6489], [-3.2805, 3.2124, 0.4504], [-3.6661, 3.3730, 2.9477], [-2.2497, 5.2458, 1.7563], [-2.2877, 7.3485, 1.1986], [-2.7651, 6.2352, -0.0920], [-4.3586, 6.9009, 2.4296], [-4.8602, 7.1962, 0.7646], [-5.6385, 4.9494, 2.1209], [-5.2912, 4.8742, 0.3694], [-1.3149, 4.8745, 1.3355], [-2.1152, 5.4942, 2.8119], [4.7965, 5.7716, 0.3163], [3.4317, 5.2141, 0.7248], [2.5600, 5.1690, -0.5311], [3.6811, 4.9742, -1.9115], [3.6178, 6.1647, -2.7276], [3.5264, 3.6482, -2.4670], [5.1845, 5.0250, -0.9528], [5.5414, 5.6380, 1.1040], [4.7107, 6.8437, 0.1093], [3.5562, 4.2015, 1.1234], [2.9656, 5.8189, 1.5066], [1.8645, 4.3284, -0.5082], [2.0110, 6.1024, -0.6709], [5.9714, 5.5220, -1.5203], [5.4737, 3.9950, -0.7305]],
  "total_charge": 0,
  "e_tot_ha": -5800.4656,
  "multiplicity": 1,
  "orbital_gap_ev": 7.3
}

***

(3)
{
  "formula": "C33H60N8P2RbSe",
  "method": "the ωB97M-V functional and the def2-TZVPD basis",
  "symbols": ["Rb", "C", "C", "N", "C", "C", "N", "C", "C", "C", "N", "C", "C", "N", "C", "H", "H", "H", "H", "H", "H", "H", "H", "H", "H", "H", "H", "H", "H", "H", "H", "H", "H", "H", "H", "H", "H", "H", "H", "C", "P", "C", "N", "C", "C", "C", "C", "C", "C", "N", "C", "P", "C", "C", "C", "C", "C", "C", "C", "C", "C", "H", "H", "H", "H", "H", "H", "H", "H", "H", "H", "H", "H", "H", "H", "H", "H", "H", "H", "H", "H", "H", "H", "H", "H", "H", "H", "H", "H", "C", "N", "C", "C", "N", "C", "C", "Se", "H", "H", "H", "H", "H", "H", "H", "H"],
  "xyz": [[0.6050, 1.3875, -0.4543], [2.0166, 4.3562, 2.2528], [2.9249, 3.1302, 2.1680], [2.9064, 2.4578, 0.8754], [3.6562, 3.1693, -0.1471], [3.8910, 2.3028, -1.3881], [2.6692, 1.9168, -2.0814], [2.3937, 2.6414, -3.3131], [1.6653, 3.9759, -3.1007], [0.1383, 3.9075, -3.2227], [-0.5571, 3.4751, -2.0160], [-1.0357, 4.5461, -1.1474], [-0.1306, 4.8488, 0.0471], [-0.0083, 3.7025, 0.9346], [0.5187, 4.0484, 2.2480], [2.2527, 5.0527, 1.4518], [2.2468, 4.8599, 3.1931], [2.5977, 2.4127, 2.9253], [3.9503, 3.4522, 2.4275], [3.3612, 1.5550, 1.0033], [4.6469, 3.4869, 0.2296], [3.1063, 4.0697, -0.4199], [4.4254, 1.4014, -1.0647], [4.5609, 2.8580, -2.0602], [2.7192, 0.9272, -2.2976], [1.7809, 1.9970, -3.9512], [3.3312, 2.8424, -3.8586], [2.0180, 4.6733, -3.8622], [1.9302, 4.3749, -2.1270], [-0.1089, 3.2110, -4.0307], [-0.2213, 4.9009, -3.5354], [-1.3692, 2.9498, -2.3146], [-2.0132, 4.2581, -0.7446], [-1.1729, 5.4837, -1.7092], [-0.5619, 5.7192, 0.5758], [0.8606, 5.1347, -0.3076], [-0.9505, 3.3389, 1.0940], [0.3213, 3.2044, 2.9166], [-0.0075, 4.9303, 2.6568], [-0.3206, -1.1747, -4.2699], [-0.4960, -0.8855, -2.4590], [-0.0360, -2.5866, -1.9214], [-0.6246, -3.5711, -2.5490], [-0.3456, -4.8388, -2.2011], [-1.0393, -5.9141, -2.7896], [-0.7572, -7.1921, -2.3945], [0.2371, -7.4477, -1.4316], [0.9480, -6.4267, -0.8640], [0.6586, -5.0980, -1.2270], [1.3143, -4.0705, -0.6599], [0.9607, -2.8438, -0.9450], [1.8977, -1.4948, -0.1080], [3.5752, -2.1096, -0.5674], [1.7869, -2.0245, 1.7083], [0.3023, -2.0343, 2.0694], [2.4223, -3.3755, 2.0307], [2.4938, -0.9363, 2.5187], [-2.3811, -0.9500, -2.2775], [-2.8816, 0.4609, -2.5929], [-3.0864, -1.9500, -3.1917], [-2.6839, -1.2817, -0.8186], [-0.7081, -2.1575, -4.5332], [0.7354, -1.1166, -4.5343], [-0.8570, -0.3964, -4.8087], [-1.7908, -5.6974, -3.5311], [-1.2973, -8.0203, -2.8251], [0.4329, -8.4672, -1.1422], [1.7194, -6.6077, -0.1313], [3.6212, -3.1932, -0.4687], [4.3247, -1.6378, 0.0660], [3.7715, -1.8332, -1.6045], [-0.2307, -2.8004, 1.5079], [-0.1448, -1.0613, 1.8558], [0.1739, -2.2395, 3.1304], [2.0568, -4.1428, 1.3538], [2.1724, -3.6604, 3.0525], [3.5065, -3.3276, 1.9595], [1.9732, 0.0158, 2.4172], [3.5281, -0.8271, 2.1942], [2.5093, -1.2080, 3.5734], [-2.5031, 0.7981, -3.5592], [-2.5706, 1.1555, -1.8127], [-3.9682, 0.4741, -2.6437], [-3.1005, -1.6030, -4.2221], [-4.1205, -2.0726, -2.8688], [-2.5945, -2.9181, -3.1481], [-2.1259, -0.6211, -0.1504], [-2.4263, -2.3178, -0.5983], [-3.7448, -1.1425, -0.6240], [-3.3751, 1.9977, 5.4876], [-3.6843, 0.6750, 5.0207], [-4.4138, -0.2750, 5.6823], [-4.4872, -1.3648, 4.8816], [-3.8012, -1.0775, 3.7323], [-3.6710, -1.9344, 2.5909], [-3.3081, 0.1746, 3.8251], [-2.3371, 1.0646, 2.5838], [-3.8364, 2.1456, 6.4624], [-3.7527, 2.7388, 4.7796], [-2.2933, 2.1273, 5.5670], [-4.8139, -0.0970, 6.6603], [-4.9624, -2.3143, 5.0228], [-3.7582, -2.9720, 2.9085], [-2.7008, -1.7601, 2.1295], [-4.4494, -1.7181, 1.8569]],
  "total_charge": 1,
  "e_tot_ha": -4839.5655,
  "multiplicity": 1,
  "e_above_lowest_kcal_mol": 8.7,
  "orbital_gap_ev": 6.9
}

***

(4)
{
  "formula": "C33H61Br2NO11",
  "method": "the ωB97M-V functional and the def2-TZVPD basis",
  "symbols": ["C", "C", "N", "C", "C", "C", "O", "C", "O", "O", "C", "C", "Br", "C", "C", "Br", "C", "C", "O", "H", "H", "H", "H", "H", "H", "H", "H", "H", "H", "H", "H", "H", "H", "H", "H", "H", "H", "H", "C", "C", "O", "C", "H", "H", "H", "H", "H", "H", "C", "C", "O", "C", "H", "H", "H", "H", "H", "H", "C", "C", "O", "C", "H", "H", "H", "H", "H", "H", "C", "C", "O", "C", "H", "H", "H", "H", "H", "H", "C", "C", "O", "C", "H", "H", "H", "H", "H", "H", "C", "C", "O", "C", "H", "H", "H", "H", "H", "H", "C", "C", "O", "C", "H", "H", "H", "H", "H", "H"],
  "xyz": [[-3.1517, 5.6207, 1.2080], [-2.0963, 5.2179, 0.1640], [-2.6728, 4.3458, -0.8617], [-2.9208, 2.9664, -0.4011], [-2.2722, 1.8602, -1.2379], [-1.9193, 0.6218, -0.3958], [-2.8359, -0.4539, -0.7471], [-2.2744, -1.1424, -1.7678], [-2.7467, -2.0835, -2.3098], [-1.0505, -0.6140, -2.0610], [-0.6172, -0.0705, -0.7989], [0.7399, 0.6646, -0.7965], [0.5907, 2.3613, 0.1555], [1.4282, 0.8947, -2.1450], [2.7377, 1.6684, -2.0017], [1.8086, -0.8538, -2.9367], [-2.1674, 4.5286, -2.1489], [-3.0295, 3.9933, -3.2733], [-1.1435, 5.1217, -2.3767], [-4.0587, 5.0283, 1.0770], [-2.7915, 5.4785, 2.2258], [-3.4427, 6.6634, 1.0803], [-1.7023, 6.0965, -0.3374], [-1.2627, 4.7163, 0.6686], [-2.5433, 2.9092, 0.6222], [-3.9972, 2.7745, -0.3308], [-2.9603, 1.5150, -2.0081], [-1.3645, 2.2286, -1.7139], [-1.9788, 0.8061, 0.6741], [-0.5066, -0.9245, -0.1207], [1.4242, 0.0696, -0.1963], [0.7604, 1.4187, -2.8269], [3.1608, 1.5349, -1.0052], [2.5770, 2.7267, -2.2007], [3.4696, 1.2970, -2.7155], [-3.0564, 4.7489, -4.0562], [-2.5640, 3.1015, -3.6955], [-4.0371, 3.7473, -2.9442], [2.7732, 3.2575, 5.4075], [1.9751, 2.5110, 4.3717], [0.8151, 2.7649, 4.1412], [2.7028, 1.4163, 3.6238], [2.1427, 4.0071, 5.8794], [3.1313, 2.5706, 6.1737], [3.6293, 3.7462, 4.9372], [3.0596, 0.6602, 4.3251], [3.5644, 1.8300, 3.0969], [2.0244, 0.9576, 2.9074], [1.8887, 1.4952, 10.6743], [2.4567, 2.3593, 9.5747], [1.9478, 2.4108, 8.4795], [3.6945, 3.1569, 9.9106], [1.0057, 0.9745, 10.3127], [2.6339, 0.7679, 11.0011], [1.6226, 2.1114, 11.5347], [4.5011, 2.4868, 10.2130], [3.4904, 3.8316, 10.7439], [4.0104, 3.7329, 9.0435], [-5.8479, -5.7742, -0.0330], [-4.5099, -6.0460, -0.6787], [-3.9927, -7.1385, -0.6306], [-3.8539, -4.8867, -1.3841], [-6.2183, -6.6798, 0.4411], [-5.7489, -4.9841, 0.7134], [-6.5628, -5.4359, -0.7850], [-3.6729, -4.0655, -0.6900], [-4.4963, -4.5115, -2.1819], [-2.9057, -5.2135, -1.8057], [-2.8457, -3.8524, -4.9121], [-3.5598, -4.4284, -6.1117], [-4.6187, -3.9852, -6.4948], [-2.8624, -5.5714, -6.8021], [-3.4261, -3.0463, -4.4737], [-2.6825, -4.6305, -4.1640], [-1.8692, -3.4732, -5.2211], [-2.7445, -6.4076, -6.1102], [-1.8694, -5.2536, -7.1196], [-3.4438, -5.8938, -7.6633], [2.3976, -4.5718, -6.2750], [1.3838, -4.4843, -7.3893], [0.3313, -5.0775, -7.3344], [1.7465, -3.6216, -8.5730], [2.0256, -5.2224, -5.4869], [3.3397, -4.9691, -6.6562], [2.5927, -3.5768, -5.8694], [2.6654, -3.9877, -9.0341], [1.9212, -2.5949, -8.2467], [0.9408, -3.6399, -9.3026], [3.5196, 6.8659, 6.8290], [4.8278, 6.7504, 6.0836], [5.4874, 5.7378, 6.1189], [5.2737, 7.9575, 5.2943], [3.3216, 5.9318, 7.3500], [3.5763, 7.6807, 7.5530], [2.7050, 7.0736, 6.1334], [5.3873, 8.8177, 5.9563], [4.5267, 8.2090, 4.5394], [6.2231, 7.7459, 4.8089], [0.2953, -7.8516, -2.1456], [1.3835, -6.9909, -2.7387], [2.3161, -7.4617, -3.3464], [1.2472, -5.4998, -2.5369], [0.5003, -8.8983, -2.3557], [0.2406, -7.6994, -1.0664], [-0.6747, -7.5783, -2.5650], [1.2275, -5.2650, -1.4711], [0.3133, -5.1445, -2.9777], [2.0864, -4.9895, -3.0045]],
  "total_charge": 0,
  "e_tot_ha": -7324.4286,
  "multiplicity": 1,
  "smiles": "CCN(CC[C@H]1OC(=O)O[C@H]1[C@H](Br)[C@@H](C)Br)C(C)=O.CC(C)=O.CC(C)=O.CC(C)=O.CC(C)=O.CC(C)=O.CC(C)=O.CC(C)=O",
  "orbital_gap_ev": 9.3
}